No. 1
{"formula": "CHNO3S", "method": "ωB97M-V with the def2-TZVPD basis set", "symbols": ["O", "C", "N", "O", "O", "S", "H"], "coordinates": [[0.386, 0.727, -1.975], [0.246, 0.470, -0.836], [0.620, -0.613, -0.084], [0.420, -0.517, 1.260], [-0.885, 0.017, 1.442], [-0.984, 1.432, 0.532], [0.198, -1.516, -0.339]], "nbo_charge": [-0.48, 0.63, -0.37, -0.09, -0.40, 0.31, 0.40], "de_lowest_kj_mol": 472.14, "smiles": "O=C1NOOS1", "lumo_energy_ev": -0.262, "orbital_gap_ev": 9.20}



No. 2
{"formula": "C29H22O10P2S2", "method": "ωB97M-V with the def2-TZVPD basis set", "symbols": ["O", "S", "O", "C", "P", "O", "O", "O", "O", "P", "S", "H", "H", "H", "H", "H", "H", "C", "C", "C", "C", "C", "C", "C", "O", "C", "C", "C", "C", "C", "C", "C", "O", "H", "H", "H", "H", "H", "H", "H", "H", "C", "C", "C", "C", "C", "C", "C", "O", "C", "C", "C", "C", "C", "C", "C", "O", "H", "H", "H", "H", "H", "H", "H", "H"], "coordinates": [[-2.052, -3.293, -0.776], [-2.568, -2.556, -1.949], [-1.783, -1.061, -1.840], [-2.611, -0.023, -2.409], [-1.662, 1.500, -2.859], [-2.502, 2.749, -2.906], [-0.519, 1.749, -1.656], [-0.877, 1.199, -4.283], [-4.191, -2.288, -1.572], [-5.265, -2.722, -2.803], [-4.573, -2.607, -4.615], [-3.036, -0.418, -3.361], [-3.474, 0.198, -1.756], [-0.414, 2.709, -1.682], [-0.201, 0.531, -4.125], [-5.721, -4.059, -2.592], [-6.375, -1.847, -2.604], [5.641, -7.637, -1.640], [6.339, -6.628, -2.298], [5.859, -5.326, -2.282], [4.673, -5.030, -1.618], [3.961, -6.046, -0.978], [4.455, -7.348, -0.982], [2.670, -5.757, -0.305], [2.053, -6.642, 0.255], [2.145, -4.370, -0.339], [0.908, -4.092, 0.238], [0.413, -2.796, 0.224], [1.155, -1.771, -0.357], [2.385, -2.044, -0.938], [2.880, -3.346, -0.939], [4.179, -3.631, -1.593], [4.827, -2.738, -2.105], [6.021, -8.650, -1.645], [7.258, -6.857, -2.821], [6.406, -4.543, -2.790], [3.911, -8.135, -0.476], [0.331, -4.885, 0.693], [-0.544, -2.582, 0.667], [0.770, -0.758, -0.361], [2.957, -1.247, -1.393], [-3.570, 2.933, 0.689], [-4.518, 3.450, 1.567], [-4.138, 4.364, 2.539], [-2.806, 4.755, 2.642], [-1.854, 4.216, 1.775], [-2.242, 3.312, 0.792], [-0.423, 4.584, 1.897], [0.404, 4.118, 1.136], [-0.020, 5.525, 2.971], [1.327, 5.838, 3.138], [1.714, 6.726, 4.130], [0.757, 7.313, 4.954], [-0.584, 7.001, 4.795], [-0.976, 6.099, 3.810], [-2.411, 5.747, 3.673], [-3.247, 6.257, 4.394], [-3.868, 2.227, -0.076], [-5.553, 3.142, 1.492], [-4.876, 4.770, 3.219], [-1.511, 2.903, 0.114], [2.072, 5.386, 2.497], [2.762, 6.965, 4.261], [1.060, 8.012, 5.723], [-1.325, 7.455, 5.440]], "nbo_charge": [-0.87, 1.75, -0.69, -0.49, 2.26, -1.07, -0.97, -0.95, -0.98, 1.08, -0.55, 0.24, 0.24, 0.52, 0.50, 0.00, -0.01, -0.20, -0.19, -0.15, -0.15, -0.05, -0.18, 0.52, -0.53, -0.06, -0.18, -0.18, -0.21, -0.16, -0.15, 0.55, -0.53, 0.22, 0.22, 0.24, 0.24, 0.24, 0.23, 0.23, 0.24, -0.19, -0.19, -0.15, -0.14, -0.06, -0.17, 0.52, -0.54, -0.06, -0.18, -0.19, -0.19, -0.15, -0.15, 0.55, -0.52, 0.21, 0.22, 0.24, 0.23, 0.24, 0.22, 0.22, 0.24], "lumo_energy_ev": -1.013, "orbital_gap_ev": 8.53}



No. 3
{"formula": "C6H16NS", "method": "ωB97M-V with the def2-TZVPD basis set", "symbols": ["C", "C", "C", "N", "H", "H", "H", "H", "H", "H", "H", "H", "C", "C", "C", "S", "H", "H", "H", "H", "H", "H", "H", "H"], "coordinates": [[2.873, -1.708, -1.213], [2.706, -0.956, 0.119], [2.739, 1.523, 0.243], [2.158, 0.356, -0.140], [1.883, -1.667, -1.672], [3.683, -1.254, -1.775], [3.076, -2.775, -1.091], [2.035, -1.514, 0.786], [3.626, -0.866, 0.696], [2.248, 2.450, 0.011], [3.654, 1.455, 0.807], [1.234, 0.404, -0.527], [-1.114, 0.699, -0.075], [-2.556, 1.095, 0.266], [-3.401, -0.173, 0.489], [-5.151, 0.253, 0.800], [-0.449, 1.566, -0.127], [-1.120, 0.198, -1.045], [-0.716, 0.084, 0.733], [-2.571, 1.679, 1.183], [-2.996, 1.627, -0.578], [-2.995, -0.765, 1.306], [-3.390, -0.745, -0.438], [-5.459, -0.966, 1.243]], "nbo_charge": [-0.61, -0.21, -0.33, -0.58, 0.20, 0.21, 0.21, 0.18, 0.20, 0.18, 0.17, 0.39, -0.62, -0.40, -0.50, -0.05, 0.21, 0.20, 0.21, 0.21, 0.20, 0.21, 0.20, 0.12], "de_lowest_kj_mol": 74.37, "lumo_energy_ev": [0.810, 0.766], "orbital_gap_ev": [6.52, 9.86], "spin_multiplicity": 2}



no.,strongest force on any atom (eV/Å),M (g/mol)
1,2.9,107.09
2,3.4,656.57
3,1.1,134.27